{"formula": "C18H25N3O2", "method": "wB97M-V/def2-TZVPD", "e_tot_ha": -1015.5725, "smiles": "OCC[C@H]1CN(Cc2ccon2)CCN1CCc1ccccc1", "species": ["C", "C", "H", "C", "C", "C", "C", "H", "H", "C", "H", "H", "C", "H", "O", "H", "C", "C", "H", "H", "H", "N", "N", "H", "H", "H", "C", "H", "H", "H", "C", "H", "N", "H", "H", "H", "H", "C", "H", "C", "C", "C", "C", "O", "H", "H", "C", "H"], "xyz": [[0.038, 3.424, -0.875], [2.681, 0.543, 1.455], [-3.459, 0.574, -2.012], [-5.085, -0.010, 0.189], [3.496, -1.798, 1.089], [0.201, -0.987, 0.066], [-4.194, -0.811, -0.578], [3.427, 0.708, -1.169], [-6.557, -0.829, 1.656], [-1.233, -1.302, -0.360], [3.302, 0.645, 2.350], [3.276, -2.002, 2.127], [1.246, 0.222, 1.952], [-1.032, 3.636, -0.931], [-5.347, -2.152, 0.643], [1.434, 3.950, 0.372], [0.284, 1.918, -0.777], [3.581, -0.279, -0.752], [0.804, -0.773, -0.828], [1.358, 1.740, -0.711], [-0.086, 1.432, -1.679], [-1.846, -0.108, -0.911], [-4.368, -2.074, -0.287], [-2.373, 1.818, -0.335], [-0.438, 2.063, 1.249], [4.717, -3.326, -1.665], [-3.136, -0.354, -1.532], [4.186, -3.782, 0.702], [0.630, -1.860, 0.561], [-1.230, -2.079, -1.126], [4.101, -1.278, -1.555], [-2.396, 0.639, 1.003], [0.179, 0.113, 1.001], [-2.993, -1.122, -2.296], [1.286, -0.729, 2.495], [-1.791, -1.679, 0.513], [2.690, 1.504, 0.939], [4.013, -2.799, 0.289], [0.513, 3.816, -1.787], [-5.776, -0.920, 0.928], [-1.867, 0.947, 0.085], [3.261, -0.525, 0.577], [4.313, -2.544, -1.039], [0.495, 4.131, 0.255], [4.342, -1.066, -2.587], [-5.185, 1.054, 0.178], [-0.422, 1.308, 0.454], [0.962, 1.003, 2.666]], "atomic_forces_ev_per_a": [[0.1, -0.4, -0.5], [-0.3, -0.1, 0.2], [0.0, -0.1, 0.0], [-0.3, -0.5, 0.3], [0.0, 0.1, 0.0], [-0.3, -0.2, -0.1], [-0.4, -0.1, 0.4], [0.0, 0.1, 0.0], [-0.1, -0.1, 0.1], [0.3, -0.1, 0.1], [0.0, 0.1, 0.0], [0.0, 0.0, 0.1], [0.3, 0.2, 0.0], [0.0, 0.0, -0.1], [-0.5, 0.0, 0.5], [-0.1, 0.0, 0.0], [-0.2, 0.3, 0.3], [0.0, 0.0, 0.1], [0.0, -0.1, 0.0], [0.1, 0.0, -0.1], [0.1, 0.0, -0.1], [-0.1, 0.0, -0.1], [0.8, -0.2, -0.9], [-0.1, 0.0, 0.0], [0.0, -0.1, -0.1], [0.0, -0.1, 0.0], [0.2, -0.1, -0.1], [0.0, -0.1, 0.0], [0.0, 0.0, -0.1], [0.0, 0.0, 0.0], [0.0, 0.0, -0.1], [0.0, 0.1, -0.1], [-0.1, -0.1, 0.0], [-0.1, 0.1, 0.0], [0.0, 0.1, 0.1], [0.0, 0.0, -0.1], [0.1, 0.0, 0.0], [0.0, -0.1, 0.0], [-0.2, 0.0, 0.1], [0.4, 0.6, -0.4], [0.2, 0.2, 0.1], [0.2, 0.1, 0.0], [0.0, -0.1, -0.1], [0.3, 0.2, 0.4], [0.0, 0.0, -0.1], [-0.1, 0.2, 0.0], [-0.2, 0.2, 0.0], [0.0, -0.1, 0.1]]}